Entry from the Open Molecules 2025 dataset: a molecular structure, C39H53AsN5NiOS at a distorted geometry (ωB97M-V with the def2-TZVPD basis set).

```
101
C39H53AsN5NiOS, DFT ωB97M-V with the def2-TZVPD basis set
Ni -0.9769 1.0615 -1.3620
C -3.1630 0.5854 -3.6326
C -3.1191 -0.7331 -2.8955
N -1.7431 -0.9188 -2.3051
C -0.7430 -1.3785 -3.3576
C 0.1087 -0.2240 -3.8452
C 0.9507 -0.4444 -4.9495
C 1.7425 0.6092 -5.4007
C 1.6484 1.8459 -4.7622
C 0.7745 1.9760 -3.6831
C 0.6559 3.3296 -3.0170
N -0.4659 3.3105 -2.0335
C -1.7177 3.9343 -2.6054
C -2.4299 2.9341 -3.5068
N -2.6686 1.6758 -2.7282
N 0.0624 0.9378 -3.1651
H -4.2089 0.8049 -3.8915
H -2.5622 0.5713 -4.5508
H -3.3720 -1.5690 -3.5719
H -3.8685 -0.7396 -2.0942
H -1.8148 -1.6888 -1.6398
H -1.2990 -1.7801 -4.2223
H -0.1065 -2.2027 -2.9731
H 0.9448 -1.4099 -5.4325
H 2.4216 0.4756 -6.2271
H 2.2436 2.7002 -5.0432
H 0.4780 4.0914 -3.7998
H 1.6180 3.5866 -2.5285
H -0.2042 3.8598 -1.2050
H -1.4380 4.8084 -3.2093
H -2.3974 4.2353 -1.8047
H -1.8620 2.6927 -4.4102
H -3.4097 3.3443 -3.7937
H -3.4310 1.8809 -2.0816
O -1.7821 2.2832 0.1541
S -2.5071 2.9700 1.3702
C -1.3506 2.9009 2.8124
C -1.0371 4.3338 3.2076
C -1.0145 5.1818 1.8919
C -2.2789 4.7943 1.1175
H -0.4558 2.3522 2.4847
H -1.8522 2.3249 3.5893
H -0.0842 4.4020 3.7402
H -1.8148 4.7161 3.8791
H -0.1052 4.9687 1.3139
H -1.0162 6.2546 2.1195
H -2.3058 5.0254 0.0601
H -3.1602 5.2356 1.5779
C 6.2624 -3.1310 1.5240
C 4.8189 -2.7459 1.2607
C 3.7962 -2.9884 2.1937
C 2.4554 -2.6792 1.9452
C 1.5219 -2.9934 3.1022
C 2.0957 -2.1566 0.6871
As 0.2559 -1.8779 -0.0494
N 0.0849 0.0401 -0.0922
C 0.9476 0.7022 0.7778
C 1.1395 0.3425 2.1629
C 2.0072 1.0871 2.9619
C 2.6321 2.2381 2.4690
C 2.4215 2.6309 1.1300
C 1.6336 1.8666 0.2871
C -1.0503 -2.6214 1.2857
C -2.0305 -1.8642 1.9587
C -2.2905 -0.4063 1.6835
C -2.7863 -2.4686 2.9793
C -2.6660 -3.8377 3.2779
C -3.4524 -4.4629 4.4047
C -1.7928 -4.5956 2.4783
C -1.0006 -4.0178 1.4643
C -0.1112 -4.9297 0.6092
C 3.1075 -1.8199 -0.2360
C 2.8264 -1.2306 -1.6083
C 4.4431 -2.1461 0.0495
H 6.3456 -3.5633 2.5223
H 6.9207 -2.2550 1.4830
H 6.6013 -3.8583 0.7837
H 4.0050 -3.4348 3.1567
H 2.0158 -2.6760 4.0325
H 1.3632 -4.0702 3.1824
H 0.5430 -2.5290 3.0610
H 0.6351 -0.5307 2.5428
H 2.1616 0.8062 3.9957
H 3.2819 2.8156 3.1176
H 2.9102 3.5151 0.7382
H 1.4910 2.1103 -0.7573
H -2.2961 -0.1336 0.6255
H -1.5633 0.2233 2.1937
H -3.2660 -0.1601 2.1061
H -3.5013 -1.8596 3.5263
H -3.9054 -3.6877 5.0263
H -2.8196 -5.0767 5.0460
H -4.2462 -5.1038 4.0414
H -1.7065 -5.6590 2.6675
H -0.1667 -5.9202 1.0617
H 0.9432 -4.6303 0.5683
H -0.4906 -5.0219 -0.4111
H 2.0824 -0.4264 -1.6322
H 2.5497 -2.0022 -2.3383
H 3.7705 -0.7992 -1.9409
H 5.1897 -1.9129 -0.6958
```

Properties
Maximum force, eV Å⁻¹: 2.71
⟨S²⟩: 2.00
Total charge: +1
LUMO energy (alpha / beta), eV: -2.042 / -2.038
Multiplicity: 3
Energy above the lowest of the compared OMol25 structures with the same formula, charge and spin, kJ/mol: 0.0
Orbital gap (alpha / beta), Eh: 0.2485 / 0.2467
Electronic energy, eV: -163513.579

Entry from the Open Molecules 2025 dataset: 9 unconnected molecules or ions with the total composition C39H53F8N5O10S3 at a distorted geometry (ωB97M-V with the def2-TZVPD basis set).

```
118
C39H53F8N5O10S3, DFT ωB97M-V with the def2-TZVPD basis set
O -1.2545 -5.9024 -2.8178
S -0.1099 -5.3963 -2.1434
O -0.1158 -5.1640 -0.7399
O 1.0803 -6.4138 -2.4642
C 2.1861 -6.4413 -1.5514
C 3.0632 -7.6248 -1.9178
C 0.5278 -3.9779 -3.0030
H 1.8506 -6.6006 -0.5268
H 2.7334 -5.4978 -1.5811
H 3.3818 -7.6066 -2.9621
H 2.4680 -8.5358 -1.8224
H 3.9267 -7.6690 -1.2586
H -0.2521 -3.3315 -3.3920
H 1.1302 -4.3503 -3.8263
H 1.1018 -3.4445 -2.2510
O -4.4499 -0.0890 5.4242
S -4.6219 1.2421 4.9502
O -3.5916 2.2062 5.1372
O -4.8988 1.2059 3.4044
C -5.6285 0.0615 2.8609
C -4.6838 -0.7228 1.9951
C -6.1342 1.9018 5.5858
H -6.4537 0.5174 2.3159
H -6.0307 -0.5781 3.6459
H -4.2221 -0.0861 1.2434
H -5.1769 -1.5990 1.5752
H -3.8676 -1.1007 2.6183
H -6.0884 1.8196 6.6689
H -6.9860 1.4094 5.1293
H -6.1316 2.9650 5.3483
O 0.1262 -1.6967 -1.0370
S 0.2837 -1.3805 0.3476
O 0.9277 -2.2464 1.2682
O 1.0777 -0.0049 0.4008
C 0.6774 0.9816 -0.5834
C 0.7515 2.3576 0.0268
C -1.2689 -0.8381 1.0632
H -0.3434 0.7832 -0.9266
H 1.2941 0.8603 -1.4761
H 0.5948 3.1107 -0.7467
H 1.7448 2.5803 0.4243
H 0.0446 2.4268 0.8516
H -1.7999 -0.1619 0.4005
H -0.8642 -0.3535 1.9497
H -1.8689 -1.7129 1.2928
N -1.2059 -2.7770 4.1585
C -2.2352 -3.0769 4.9468
C -2.1375 -3.2087 6.3201
C -0.8834 -3.1011 6.8961
C 0.2099 -2.8580 6.0807
C -0.0193 -2.6212 4.7338
H -3.1754 -3.2590 4.4361
H -3.0001 -3.4774 6.9141
H -0.7402 -3.2440 7.9606
H 1.2144 -2.7950 6.4760
H 0.8214 -2.4152 4.0779
N -3.2348 3.1080 -1.0944
C -3.0551 4.4186 -1.1803
C -2.7636 5.2162 -0.0833
C -2.6158 4.6082 1.1541
C -2.8230 3.2431 1.2568
C -3.1235 2.5403 0.0988
H -3.1298 4.8655 -2.1668
H -2.5516 6.2731 -0.1813
H -2.4302 5.2105 2.0345
H -2.8051 2.7604 2.2267
H -3.2907 1.4676 0.0803
N 4.9179 -3.9892 -1.0128
C 5.2095 -3.8699 -2.2959
C 4.6769 -2.8865 -3.1360
C 3.7950 -1.9740 -2.5852
C 3.4945 -2.0819 -1.2354
C 4.0476 -3.1234 -0.5040
H 5.9302 -4.5711 -2.7074
H 5.0662 -2.8020 -4.1417
H 3.3797 -1.1495 -3.1545
H 2.9181 -1.3491 -0.6901
H 3.8378 -3.2042 0.5563
N -2.9917 -0.3351 -1.9390
C -3.1314 -1.6346 -2.1774
C -2.7289 -2.2534 -3.3503
C -2.2200 -1.4541 -4.3678
C -2.0243 -0.1070 -4.1065
C -2.4558 0.4046 -2.8968
H -3.5624 -2.1989 -1.3557
H -2.9231 -3.2958 -3.5696
H -1.9057 -1.9061 -5.3009
H -1.6283 0.5417 -4.8771
H -2.3021 1.4522 -2.6617
N 3.5114 5.6741 1.5190
C 3.0176 5.9988 2.7155
C 2.9159 5.0890 3.7588
C 3.2231 3.7633 3.5062
C 3.7025 3.4059 2.2572
C 3.8815 4.4252 1.3229
H 2.7397 7.0416 2.8183
H 2.5565 5.3994 4.7308
H 3.0557 3.0299 4.2860
H 3.9237 2.3729 2.0268
H 4.3827 4.1887 0.3875
C 3.1726 2.4396 -4.3863
C 4.0439 2.3598 -3.1487
C 4.2035 3.6837 -2.4086
F 4.9345 3.4959 -1.2916
F 4.8490 4.5475 -3.2286
F 3.5268 1.4577 -2.2738
F 5.2555 1.8996 -3.5445
O 2.0731 3.3084 -4.1485
C 0.8493 2.7972 -4.4239
C -0.1626 3.8602 -4.0113
F -1.4010 3.4611 -4.3780
F -0.1290 4.0137 -2.6757
F 0.7122 2.4977 -5.7307
F 0.6769 1.6611 -3.7318
H 2.8554 1.4191 -4.6110
H 3.7528 2.7896 -5.2384
H 3.2421 4.1193 -2.1380
H 0.0806 4.8072 -4.4965
```

Properties
Maximum force, eV Å⁻¹: 1.45
Total charge: 0
LUMO energy, eV: 0.383
Energy above the lowest of the compared OMol25 structures with the same formula, charge and spin, kJ/mol: 0.0
Orbital gap, Eh: 0.3600
Electronic energy, eV: -123472.127

Entry from the Open Molecules 2025 dataset: a molecular structure, C39H54BaN6O5P at a distorted geometry (ωB97M-V with the def2-TZVPD basis set).

```
106
C39H54BaN6O5P, DFT ωB97M-V with the def2-TZVPD basis set
Ba 0.2165 -0.3555 -0.1797
C 3.0076 4.1261 2.2501
O 2.9713 3.9986 0.8447
C 3.2143 5.0800 0.0706
C 3.5488 6.3364 0.5561
C 3.8548 7.3732 -0.3199
C 3.8176 7.1619 -1.6847
C 3.4364 5.9188 -2.1748
C 3.1205 4.8721 -1.3258
N 2.7466 3.6306 -1.8464
C 1.7737 2.7890 -1.2894
N 0.7048 3.4876 -0.8160
C -0.1860 3.2741 0.3003
C -0.5405 2.0382 0.8109
C -1.4450 2.0910 1.8915
C -1.9738 3.2632 2.3997
C -1.5926 4.4898 1.8515
C -0.6887 4.4917 0.8044
O -0.2250 5.6570 0.1997
C -0.6281 6.8873 0.7407
N 1.8796 1.5127 -1.2888
C 3.0066 0.8710 -1.8328
C 3.8348 0.1082 -1.0213
C 4.8734 -0.6361 -1.5702
C 5.0844 -0.6313 -2.9346
C 4.2610 0.1185 -3.7709
C 3.2293 0.8665 -3.2238
O 2.3747 1.6527 -3.9633
C 2.3257 1.4387 -5.3559
H 2.8749 3.1180 2.6368
H 2.1846 4.7607 2.5945
H 3.9674 4.5328 2.5851
H 3.5931 6.4991 1.6222
H 4.1248 8.3417 0.0755
H 4.0578 7.9584 -2.3728
H 3.3607 5.7575 -3.2421
H 3.1292 3.3405 -2.7319
H 0.7844 4.4689 -1.0371
H -1.7707 1.1655 2.3596
H -2.6829 3.2461 3.2191
H -1.9982 5.4131 2.2431
H -0.1148 7.6567 0.1667
H -0.3434 6.9660 1.7945
H -1.7102 7.0256 0.6526
H 3.6544 0.0908 0.0458
H 5.5022 -1.2224 -0.9159
H 5.8873 -1.2156 -3.3654
H 4.4260 0.1132 -4.8383
H 1.4994 2.0415 -5.7242
H 2.1335 0.3846 -5.5736
H 3.2542 1.7509 -5.8457
C 3.8269 -2.2295 4.4997
N 2.6382 -2.2515 3.6788
C 1.5681 -3.0132 4.0335
C 0.4345 -3.0109 3.3255
C 0.3611 -2.1483 2.1577
O -0.6934 -2.0637 1.4970
N 1.4631 -1.4257 1.7953
C 2.5928 -1.4282 2.5425
O 3.5807 -0.7542 2.2858
H 3.8853 -3.1640 5.0583
H 3.8138 -1.3919 5.2022
H 4.7012 -2.1244 3.8603
H 1.7004 -3.6183 4.9230
H -0.4126 -3.6161 3.6049
C -4.7919 -2.3971 -4.0172
C -3.3390 -2.1907 -3.5843
C -2.7908 -3.5110 -3.0167
C -2.5083 -1.8938 -4.8412
P -2.9541 -0.8256 -2.3132
N -1.5217 -0.9432 -1.7413
C -4.2688 -0.9318 -0.9575
C -5.6724 -0.4384 -1.3236
C -4.3809 -2.3879 -0.4805
C -3.7732 -0.1465 0.2615
C -3.1935 0.8401 -3.1925
C -3.2645 1.9308 -2.1113
C -4.4145 1.0061 -4.1020
C -1.9224 1.1316 -4.0132
H -4.8279 -3.1723 -4.7924
H -5.2467 -1.5016 -4.4389
H -5.4247 -2.7406 -3.2008
H -2.5598 -4.1813 -3.8469
H -3.5039 -4.0183 -2.3743
H -1.8801 -3.3285 -2.4502
H -2.5184 -2.7842 -5.4754
H -1.4748 -1.6666 -4.5866
H -2.9061 -1.0708 -5.4304
H -6.0745 -0.9027 -2.2217
H -5.7124 0.6415 -1.4597
H -6.3571 -0.6802 -0.5029
H -4.9063 -3.0305 -1.1848
H -4.9519 -2.3875 0.4518
H -3.4036 -2.8170 -0.2726
H -3.7072 0.9272 0.1055
H -2.7976 -0.5053 0.5768
H -4.4711 -0.3262 1.0868
H -4.2005 1.9212 -1.5518
H -3.1914 2.9041 -2.6047
H -2.4421 1.8623 -1.3991
H -5.3613 0.8528 -3.5848
H -4.3903 0.3426 -4.9644
H -4.4273 2.0301 -4.4929
H -1.0387 0.7444 -3.5077
H -1.8195 2.2130 -4.1168
H -1.9669 0.7060 -5.0140
```

Properties
Maximum force, eV Å⁻¹: 1.58
Total charge: -1
LUMO energy, eV: 2.405
Energy above the lowest of the compared OMol25 structures with the same formula, charge and spin, kJ/mol: 0.0
Orbital gap, Eh: 0.2341
Electronic energy, eV: -70482.508